Here is 3 unconnected molecules or ions with the total composition C13H27FNO2 from the OMol25 dataset. Energies are from ωB97M-V/def2-TZVPD.

Structure (XYZ):
```
44
C13H27FNO2 (ωB97M-V/def2-TZVPD)
F -0.11 0.37 -3.94
N 0.14 -0.94 -3.56
C -0.55 -1.18 -2.23
C 0.30 -1.80 -1.12
C 1.80 -1.59 -1.28
C 2.19 -2.10 -2.67
C 1.64 -1.15 -3.71
H -0.34 -1.47 -4.29
H -1.41 -1.80 -2.45
H -0.94 -0.20 -1.94
H -0.07 -1.40 -0.18
H 0.10 -2.87 -1.09
H 2.32 -2.12 -0.49
H 2.00 -0.52 -1.22
H 3.27 -2.12 -2.81
H 1.81 -3.11 -2.82
H 1.79 -1.50 -4.73
H 2.07 -0.16 -3.62
C 0.92 3.31 0.88
C 1.87 3.36 2.08
C 2.23 1.89 2.26
O 2.19 1.31 0.95
C 1.58 2.22 0.04
H 0.83 4.25 0.35
H -0.07 3.00 1.20
H 2.76 3.94 1.83
H 1.42 3.80 2.97
H 1.50 1.38 2.90
H 3.22 1.74 2.69
H 2.34 2.63 -0.62
H 0.85 1.67 -0.56
C -3.25 0.05 2.79
C -3.40 -1.46 2.62
C -3.02 -1.65 1.16
O -2.05 -0.63 0.87
C -2.02 0.33 1.94
H -3.11 0.36 3.82
H -4.12 0.57 2.39
H -2.70 -1.99 3.27
H -4.41 -1.82 2.84
H -3.89 -1.51 0.50
H -2.58 -2.62 0.96
H -1.10 0.19 2.51
H -2.01 1.33 1.50
```

HOMO-LUMO gap: 8.938 eV
total charge: +1
HOMO: -11.97 eV